Model a:
Formula: C2H14NO3
Source: the Open Molecules 2025 dataset
Level of theory: wB97M-V/def2-TZVPD

Geometry as ORCA input:
```
! wB97M-V def2-TZVPD RIJCOSX def2/J DEFGRID3
* xyz 1 1
H 0.71 0.68 1.01
O 0.68 -0.58 -0.52
H 1.87 1.11 3.59
O -3.26 -2.52 -4.62
H 0.78 -0.16 -1.38
H 0.16 1.04 3.75
H 0.01 1.99 1.73
H 0.27 -1.41 -0.81
H -2.35 -1.27 -1.52
C 0.98 0.77 3.10
H -3.79 -3.16 -4.13
H 2.90 1.63 1.42
H -3.14 -3.03 -5.43
N 0.82 1.38 1.74
C 2.00 2.23 1.36
H 1.87 2.49 0.32
H 2.05 3.06 2.06
H 1.03 -0.31 2.98
O -1.62 -1.64 -2.03
H -1.96 -2.32 -2.62
*
```

For the LUMO energy, the calculation gives -3.01 eV.

Löwdin population analysis, charges in e, atoms 1 to 4:
1 H 0.100
2 O -0.058
3 H 0.094
4 O -0.055

Model b:
Formula: C2H14NO3
Source: the Open Molecules 2025 dataset
Level of theory: wB97M-V/def2-TZVPD

Geometry as ORCA input:
```
! wB97M-V def2-TZVPD RIJCOSX def2/J DEFGRID3
* xyz 1 1
H 2.12 2.44 -0.57
H -0.45 -0.19 -1.80
O 1.73 2.07 0.24
C 1.08 -0.88 1.18
H 1.73 2.89 0.76
O -0.78 -1.42 -4.25
N -0.04 0.09 1.34
H -0.67 -0.69 3.23
C -1.05 -0.07 2.43
H -0.57 0.12 0.45
H 0.64 -1.86 0.97
O -1.06 0.26 -1.21
H -1.35 0.90 2.78
H -0.28 -2.23 -4.41
H 1.66 -0.89 2.10
H -1.80 0.50 -1.79
H -0.96 -1.02 -5.10
H -1.93 -0.55 2.00
H 0.32 1.06 1.34
H 1.65 -0.54 0.32
*
```

For the LUMO energy, the calculation gives -2.82 eV.

Löwdin population analysis, charges in e, atoms 1 to 4:
1 H 0.073
2 H 0.058
3 O -0.047
4 C -0.001

Model c:
Formula: C2H14NO3
Source: the Open Molecules 2025 dataset
Level of theory: wB97M-V/def2-TZVPD

Geometry as ORCA input:
```
! wB97M-V def2-TZVPD RIJCOSX def2/J DEFGRID3
* xyz 1 1
C -0.15 1.15 -1.67
N -0.31 0.09 -0.67
H 0.36 0.03 0.11
H 0.49 -1.20 -2.12
O 2.26 0.10 0.48
H -1.24 0.17 -0.24
H -1.85 0.09 2.15
H 0.87 0.67 2.98
H -0.84 1.23 -2.51
H 3.05 0.11 -0.06
H 0.00 -2.04 -0.78
C -0.37 -1.24 -1.42
H -3.13 -0.54 1.30
H 2.40 0.67 1.24
H -1.32 -1.45 -1.88
O 0.42 0.09 2.34
H 0.81 1.00 -2.17
H -0.12 2.14 -1.19
O -2.20 -0.36 1.38
H 0.85 -0.71 2.72
*
```

For the LUMO energy, the calculation gives -2.95 eV.

Löwdin population analysis, charges in e, atoms 1 to 4:
1 C -0.038
2 N -0.050
3 H 0.095
4 H 0.101

Which one sits at the bottom of the stability order? model c does.

Model a:
Formula: C3H6N2O2
Source: the Open Molecules 2025 dataset
Level of theory: wB97M-V/def2-TZVPD

Geometry as ORCA input:
```
! wB97M-V def2-TZVPD RIJCOSX def2/J DEFGRID3
* xyz 0 1
C 0.19 -0.76 -1.18
N -0.05 0.11 1.36
N -0.35 0.20 2.51
H -1.74 1.56 2.59
H 0.75 1.34 -1.10
O -0.74 0.85 0.34
C -0.09 0.68 -0.89
C 1.33 -1.38 -1.22
H -0.81 -1.17 -1.48
H -0.88 1.02 -1.60
H 1.34 -2.46 -1.43
O -1.23 0.99 3.11
H 2.30 -0.97 -1.04
*
```

For the LUMO energy, the calculation gives 0.78 eV. The SMILES is C=CCO/N=N\O.

Löwdin population analysis, charges in e, atoms 1 to 4:
1 C -0.199
2 N 0.035
3 N -0.075
4 H 0.071

Model b:
Formula: C3H6N2O2
Source: the Open Molecules 2025 dataset
Level of theory: wB97M-V/def2-TZVPD

Geometry as ORCA input:
```
! wB97M-V def2-TZVPD RIJCOSX def2/J DEFGRID3
* xyz 0 1
H -2.22 1.08 -0.89
O 1.05 0.03 1.12
N 1.42 -0.05 -1.11
H 0.05 -1.55 0.18
H 2.22 0.00 -1.75
H -0.29 -1.26 1.92
O -2.27 0.17 1.45
C 1.90 0.25 0.13
C -0.13 -0.79 0.95
H -0.68 0.35 -1.29
H 1.73 1.16 -0.73
N -1.39 0.59 -0.61
C -1.38 0.03 0.63
*
```

For the LUMO energy, the calculation gives 0.70 eV.

Löwdin population analysis, charges in e, atoms 1 to 4:
1 H 0.113
2 O -0.072
3 N 0.052
4 H 0.118

Model c:
Formula: C3H6N2O2
Source: the Open Molecules 2025 dataset
Level of theory: wB97M-V/def2-TZVPD

Geometry as ORCA input:
```
! wB97M-V def2-TZVPD RIJCOSX def2/J DEFGRID3
* xyz 0 1
C -1.45 -0.28 0.76
O -1.77 -0.89 -0.60
H -2.43 -0.25 1.52
C -1.14 0.47 -0.70
C 0.45 0.49 -0.44
O 2.33 -1.15 -0.21
N 0.84 -0.78 -0.17
H 2.84 -0.25 0.37
N 1.33 1.41 0.07
H 0.53 -1.57 -0.80
H 0.84 2.25 -0.20
H -0.53 -0.85 1.36
H -1.84 1.41 -0.98
*
```

For the LUMO energy, the calculation gives 0.66 eV. The SMILES is [H]/N=C(/NO)[C@@H]1CO1.

Löwdin population analysis, charges in e, atoms 1 to 4:
1 C -0.090
2 O -0.147
3 H 0.142
4 C -0.097

Model d:
Formula: C3H6N2O2
Source: the Open Molecules 2025 dataset
Level of theory: wB97M-V/def2-TZVPD

Geometry as ORCA input:
```
! wB97M-V def2-TZVPD RIJCOSX def2/J DEFGRID3
* xyz 0 1
H 2.16 -0.50 -0.75
H 2.13 1.26 -1.04
C 1.94 0.47 -0.31
C -0.47 -0.40 0.06
H -3.01 1.39 0.13
H 2.61 0.64 0.54
H -1.27 -2.19 -0.52
N -0.51 -1.78 0.00
O -2.29 0.95 -0.35
H -0.26 -2.31 0.83
N -1.58 0.33 0.62
C 0.52 0.53 0.12
O 0.02 1.61 0.68
*
```

For the LUMO energy (spin up / spin down), the calculation gives -0.92 / 0.19 eV. The SMILES is CC(=O)/C(N)=N\O.

Löwdin population analysis, charges in e, atoms 1 to 4:
1 H 0.079
2 H 0.090
3 C -0.009
4 C -0.349

Which one sits at the bottom of the stability order? model c does.

Model a:
Formula: C3H6O
Source: the Open Molecules 2025 dataset
Level of theory: wB97M-V/def2-TZVPD

Geometry as ORCA input:
```
! wB97M-V def2-TZVPD RIJCOSX def2/J DEFGRID3
* xyz 0 1
H 0.88 1.44 0.63
H 2.62 -0.19 -0.40
C -0.88 0.42 0.07
H 0.98 -1.35 -0.61
C 0.53 0.67 0.00
H 0.49 1.26 -0.99
H 1.65 -0.89 1.15
H -1.55 1.28 0.12
O -1.48 -0.65 -0.03
C 1.48 -0.48 -0.01
*
```

For the LUMO energy, the calculation gives 0.89 eV. The SMILES is CCC=O.

Löwdin population analysis, charges in e, atoms 1 to 4:
1 H 0.099
2 H 0.121
3 C -0.304
4 H 0.095

Model b:
Formula: C3H6O
Source: the Open Molecules 2025 dataset
Level of theory: wB97M-V/def2-TZVPD

Geometry as ORCA input:
```
! wB97M-V def2-TZVPD RIJCOSX def2/J DEFGRID3
* xyz 0 1
C 0.59 -0.56 -0.59
H -1.51 -0.50 -0.92
O 1.40 0.32 -0.43
H 0.98 -1.36 -1.23
H -0.86 1.64 0.48
H -0.14 0.50 1.69
C -0.94 0.67 0.96
C -0.83 -0.45 -0.08
H -0.95 -1.39 0.47
H -1.84 0.59 1.56
*
```

For the LUMO energy, the calculation gives 1.05 eV. The SMILES is CCC=O.

Löwdin population analysis, charges in e, atoms 1 to 4:
1 C -0.271
2 H 0.111
3 O 0.028
4 H 0.116

Which one sits at the bottom of the stability order? model a does.

Model a:
Formula: C3H6O
Source: the Open Molecules 2025 dataset
Level of theory: wB97M-V/def2-TZVPD

Geometry as ORCA input:
```
! wB97M-V def2-TZVPD RIJCOSX def2/J DEFGRID3
* xyz 0 1
C 0.00 0.10 1.49
H -0.49 1.09 1.34
H -0.69 -0.76 -1.32
H 0.65 -1.59 0.58
H -0.05 -0.26 2.52
H 1.16 -0.34 -1.44
C 0.44 -0.58 0.46
C 0.22 -0.09 -0.91
O -0.16 1.26 -0.84
H -1.08 1.18 -1.86
*
```

For the LUMO energy, the calculation gives -0.11 eV.

Löwdin population analysis, charges in e, atoms 1 to 4:
1 C 0.000
2 H 0.074
3 H 0.147
4 H 0.076

Model b:
Formula: C3H6O
Source: the Open Molecules 2025 dataset
Level of theory: wB97M-V/def2-TZVPD

Geometry as ORCA input:
```
! wB97M-V def2-TZVPD RIJCOSX def2/J DEFGRID3
* xyz 0 1
H -0.22 1.53 1.77
H -1.73 -3.78 -0.35
H -1.40 -2.20 -1.43
H 1.08 2.80 1.92
C 0.37 2.25 1.21
C 0.81 2.09 -0.07
C -1.09 -3.10 -0.91
O 0.06 -3.50 -0.70
H 0.55 1.19 -0.77
H 1.59 2.72 -0.68
*
```

For the LUMO energy, the calculation gives 0.66 eV. The SMILES is C=C.C=O.

Löwdin population analysis, charges in e, atoms 1 to 4:
1 H 0.028
2 H 0.074
3 H 0.072
4 H 0.068

Model c:
Formula: C3H6O
Source: the Open Molecules 2025 dataset
Level of theory: wB97M-V/def2-TZVPD

Geometry as ORCA input:
```
! wB97M-V def2-TZVPD RIJCOSX def2/J DEFGRID3
* xyz 0 1
H 1.56 0.89 -1.95
H 0.67 -1.07 2.08
H 0.00 -1.47 0.50
H 0.25 0.23 1.00
C -0.54 0.59 -1.46
O -1.64 0.20 -1.27
C -0.04 -0.76 1.32
C 0.74 0.59 -1.33
H 0.05 1.44 -0.60
H -1.05 -0.64 1.72
*
```

For the LUMO energy, the calculation gives 0.54 eV.

Löwdin population analysis, charges in e, atoms 1 to 4:
1 H 0.066
2 H 0.023
3 H 0.030
4 H -0.021

Model d:
Formula: C3H6O
Source: the Open Molecules 2025 dataset
Level of theory: wB97M-V/def2-TZVPD

Geometry as ORCA input:
```
! wB97M-V def2-TZVPD RIJCOSX def2/J DEFGRID3
* xyz 0 1
H 2.29 -0.32 0.11
O 0.20 0.98 1.20
H -1.73 1.09 0.06
H 1.29 -1.20 -1.06
H 1.34 0.59 -1.06
H -1.98 -0.34 1.08
H -1.48 -0.49 -0.68
C 1.33 -0.31 -0.42
C 0.14 -0.04 0.53
C -1.39 0.04 0.24
*
```

For the LUMO energy, the calculation gives 0.56 eV. The SMILES is CC(C)=O.

Löwdin population analysis, charges in e, atoms 1 to 4:
1 H 0.077
2 O 0.009
3 H 0.095
4 H 0.066

Which one sits at the bottom of the stability order? model a does.

Model a:
Formula: C3H6O
Source: the Open Molecules 2025 dataset
Level of theory: wB97M-V/def2-TZVPD

Geometry as ORCA input:
```
! wB97M-V def2-TZVPD RIJCOSX def2/J DEFGRID3
* xyz 0 1
H -0.77 1.69 -0.25
H -0.10 -1.46 1.08
H -0.96 -1.95 -1.19
H 0.31 0.83 1.68
O 0.20 1.66 -0.22
C -0.49 -1.01 -0.92
C 0.58 0.60 0.65
C -0.03 -0.72 0.28
H 1.68 0.60 0.60
H -0.42 -0.26 -1.70
*
```

For the LUMO energy, the calculation gives 1.06 eV. The SMILES is C=CCO.

Löwdin population analysis, charges in e, atoms 1 to 4:
1 H 0.087
2 H 0.095
3 H 0.054
4 H 0.108

Model b:
Formula: C3H6O
Source: the Open Molecules 2025 dataset
Level of theory: wB97M-V/def2-TZVPD

Geometry as ORCA input:
```
! wB97M-V def2-TZVPD RIJCOSX def2/J DEFGRID3
* xyz 0 1
H -0.85 -1.00 -0.99
H 0.05 0.90 2.01
H -0.06 -0.12 -2.41
C 0.10 0.05 1.32
O -0.47 1.06 -0.76
C -0.21 -0.19 -1.33
H 0.92 -0.34 -0.92
H -0.91 -0.38 1.27
H 0.80 -0.66 1.76
C 0.63 0.67 0.05
*
```

For the LUMO energy, the calculation gives 1.04 eV.

Löwdin population analysis, charges in e, atoms 1 to 4:
1 H 0.108
2 H 0.086
3 H 0.119
4 C -0.119

Model c:
Formula: C3H6O
Source: the Open Molecules 2025 dataset
Level of theory: wB97M-V/def2-TZVPD

Geometry as ORCA input:
```
! wB97M-V def2-TZVPD RIJCOSX def2/J DEFGRID3
* xyz 0 1
H 0.68 0.37 -2.16
O -0.03 0.12 0.62
H 1.14 1.44 -0.80
C -0.29 -1.03 1.41
H -0.85 -0.77 2.32
H -0.83 -1.76 0.80
C 0.30 1.05 -1.38
C -0.58 0.13 -0.58
H 0.70 -1.39 1.68
H -0.24 1.84 -1.90
*
```

For the LUMO energy, the calculation gives 1.11 eV.

Löwdin population analysis, charges in e, atoms 1 to 4:
1 H 0.076
2 O -0.172
3 H 0.070
4 C -0.080

Which one sits at the bottom of the stability order? model b does.

Model a:
Formula: C3H7NS
Source: the Open Molecules 2025 dataset
Level of theory: wB97M-V/def2-TZVPD

Geometry as ORCA input:
```
! wB97M-V def2-TZVPD RIJCOSX def2/J DEFGRID3
* xyz 0 1
H 0.50 1.63 -0.81
C -2.52 -0.54 -0.29
S 2.16 -0.21 0.00
H -1.23 1.14 -0.64
H -2.97 -1.23 0.63
C -1.61 0.61 0.26
C 0.63 0.44 -0.32
H -1.82 -1.46 -1.02
N -0.32 -0.02 0.40
H -0.47 -1.13 0.92
H -2.05 1.41 1.02
H -3.39 0.06 -0.71
*
```

For the LUMO energy, the calculation gives 0.56 eV.

Löwdin population analysis, charges in e, atoms 1 to 4:
1 H 0.171
2 C -0.143
3 S 0.460
4 H 0.067

Model b:
Formula: C3H7NS
Source: the Open Molecules 2025 dataset
Level of theory: wB97M-V/def2-TZVPD

Geometry as ORCA input:
```
! wB97M-V def2-TZVPD RIJCOSX def2/J DEFGRID3
* xyz 0 1
H 2.65 -1.52 0.62
H -0.36 -0.54 1.49
H 0.02 1.11 -1.07
C 2.62 -0.61 -0.20
S -2.25 -0.12 -0.13
C 1.69 0.54 0.22
H 1.72 0.86 1.30
H 3.75 -0.02 -0.26
H 2.14 1.52 -0.20
H 2.38 -1.08 -1.29
C -0.72 -0.13 0.49
N 0.32 0.39 -0.22
*
```

For the LUMO energy, the calculation gives 0.61 eV. The SMILES is CCNC=S.

Löwdin population analysis, charges in e, atoms 1 to 4:
1 H 0.105
2 H 0.099
3 H 0.199
4 C -0.145

Model c:
Formula: C3H7NS
Source: the Open Molecules 2025 dataset
Level of theory: wB97M-V/def2-TZVPD

Geometry as ORCA input:
```
! wB97M-V def2-TZVPD RIJCOSX def2/J DEFGRID3
* xyz 0 1
C -2.31 0.26 0.18
H -2.39 0.53 1.20
H 3.22 -0.26 0.85
C 1.46 0.70 -0.08
H -3.20 -0.25 -0.22
H 1.85 -1.29 0.57
H -2.18 1.21 -0.38
H 2.89 -0.71 -0.83
N 0.21 0.81 -0.03
H 1.94 1.78 -0.28
C 2.38 -0.45 0.14
S -0.80 -0.61 -0.13
*
```

For the LUMO energy, the calculation gives 1.05 eV. The SMILES is C/C=N\SC.

Löwdin population analysis, charges in e, atoms 1 to 4:
1 C -0.443
2 H 0.008
3 H 0.085
4 C -0.369

Which one sits at the bottom of the stability order? model a does.